ORCA calculation (ωB97M-V with the def2-TZVPD basis set) on the molecule C13H32N2O6P2 at a distorted geometry.

Geometry as XYZ:
```
55
Properties=species:S:1:pos:R:3:forces:R:3:nbo_charge:R:1
C 2.5470 3.9987 -0.1268 -0.1206 -0.2075 -0.2655 -0.638
C 1.9407 3.6051 -1.4631 0.0620 0.7943 0.0832 -0.068
H 2.5135 4.0252 -2.2955 -0.1163 -0.0359 0.1081 0.184
H 0.9054 3.9580 -1.5173 0.1506 0.0183 -0.1020 0.197
O 1.9569 2.1984 -1.6599 -0.5858 -0.8974 0.2044 -0.825
P 0.7789 1.3186 -0.9663 1.7576 0.0859 -0.2914 2.336
O -0.4546 2.0913 -0.7551 -0.5163 -0.1320 -0.0895 -1.118
O 1.3342 0.9194 0.4835 -0.4602 0.3161 -0.5292 -0.840
C 2.5969 0.2926 0.6960 0.5596 -0.2961 0.2149 -0.078
C 3.0904 0.6798 2.0797 -0.2062 -0.0058 -0.3661 -0.622
H 4.0356 0.1841 2.2836 0.1035 -0.0456 0.0527 0.213
H 3.2276 1.7562 2.1522 0.0461 0.0941 0.0271 0.205
H 2.3554 0.3681 2.8164 -0.0355 -0.0456 0.1193 0.222
H 2.4558 -0.7894 0.6415 -0.0039 0.0958 -0.0826 0.218
H 3.2991 0.6150 -0.0802 -0.0205 -0.0163 0.0643 0.177
H 1.9455 3.5800 0.6766 0.0037 0.0390 0.1514 0.218
H 2.5630 5.0816 -0.0344 0.0122 0.1057 0.0449 0.217
H 3.5632 3.6187 -0.0467 0.1025 -0.0020 0.0509 0.208
C 0.8792 -0.2136 -2.0516 0.1283 0.3430 0.3581 -0.582
N -0.2580 -0.6493 -2.7797 -0.2774 0.0655 0.0521 -0.462
C -0.6388 0.0948 -3.9542 0.0114 0.1311 -0.1137 -0.198
C -1.0812 1.5418 -3.7388 0.0155 -0.2669 -0.0897 -0.621
H -0.2627 2.1336 -3.3381 -0.0064 0.1646 -0.0273 0.204
H -1.3868 1.9734 -4.6896 -0.0035 0.0870 -0.1055 0.209
H -1.9128 1.6008 -3.0431 -0.0617 0.0795 0.0834 0.212
H 0.2257 0.0978 -4.6329 -0.1000 -0.0184 -0.0679 0.181
H -1.4432 -0.4613 -4.4424 0.0812 -0.0136 -0.0442 0.194
C -1.2111 -1.5074 -2.1285 -0.2031 -0.0680 0.1226 -0.223
H -1.8003 -1.9948 -2.9123 0.0009 -0.0358 0.0655 0.198
C -2.1959 -0.8864 -1.1195 -0.2200 -0.3785 -0.4427 -0.235
N -1.6019 -0.3874 0.1035 1.0231 -0.3264 0.6110 -1.030
P -0.6589 -1.3804 1.0432 -0.9896 -0.1221 0.6476 2.521
O 0.5465 -2.0616 0.5450 0.0206 -0.0099 -0.1276 -1.137
O -0.2867 -0.5255 2.3350 0.0945 -0.5892 -0.5427 -0.824
C -1.0725 0.5414 2.8460 -0.3985 0.4549 0.3420 -0.055
C -2.4889 0.1174 3.1911 0.2786 -0.0306 -0.0401 -0.642
H -2.4732 -0.6795 3.9307 -0.0494 -0.0684 0.0878 0.207
H -3.0384 0.9654 3.5922 -0.0599 0.0840 0.0388 0.214
H -2.9846 -0.2459 2.2957 -0.1695 0.0207 0.0255 0.231
H -1.0849 1.3586 2.1192 0.0859 -0.0042 0.0614 0.188
H -0.5362 0.8736 3.7413 -0.0918 0.0345 -0.1877 0.187
O -1.7976 -2.4452 1.4731 0.3396 0.8838 -0.3763 -0.822
C -1.3764 -3.7324 1.8839 0.2090 -0.8220 0.2511 -0.066
C -0.8939 -3.7272 3.3252 -0.1482 0.1169 -0.3178 -0.635
H -1.6861 -3.3843 3.9868 -0.0428 0.0199 0.1081 0.206
H -0.5897 -4.7280 3.6205 0.0503 -0.0865 0.0548 0.214
H -0.0457 -3.0516 3.4097 0.1118 -0.0120 0.1379 0.219
H -0.5679 -4.0714 1.2278 -0.1798 -0.0426 0.0293 0.197
H -2.2461 -4.3852 1.7599 0.1384 0.0682 -0.0049 0.181
H -1.2065 0.5372 -0.0108 -0.2593 0.4116 0.0656 0.433
H -2.7435 -0.0594 -1.5771 -0.0343 -0.0789 0.0324 0.204
H -2.9097 -1.6671 -0.8386 -0.0884 0.0804 -0.1219 0.205
H -0.6491 -2.2807 -1.5957 -0.0597 -0.0760 -0.1142 0.214
H 1.1901 -1.0186 -1.3819 0.0760 0.0564 0.0577 0.272
H 1.6955 -0.0004 -2.7507 0.0459 0.0829 0.0968 0.233
```
Forces are in eV/Å.

Properties
Max |F|, eV Å⁻¹: 1.78
HOMO level, eV: -7.937
Frontier orbital gap, eV: 8.85
Energy relative to the best compared isomer or geometry (same formula, charge and spin), kJ/mol: 14.40
Energy, eV: -47848.10194
SMILES string: CCOP(=O)(CN(CC)CCNP(=O)(OCC)OCC)OCC